# 1
Molecular formula: C3H13NO3
Method: DFT, ωB97M-V/def2-TZVPD

The LUMO energy is 0.77 eV. The value obtained for the total energy is -402.54000 a.u. Its gap between HOMO and LUMO is 10.161 eV. The energy relative to the best compared isomer or geometry (same formula, charge and spin) is 25.4 kcal/mol. As for the SMILES: C=CCN.O.O.O.

Bonds (Å) are listed after each position.
Positions of all 20 atoms, in Å:
1 C -1.12 -1.47 1.02  C2 1.326, H5 1.078, H6 1.087
2 C -0.14 -0.58 1.05  C1 1.326, C3 1.528, H7 1.085
3 C 1.34 -0.97 0.99  C2 1.528, N4 1.453, H8 1.088, H9 1.094
4 N 2.20 0.18 0.77  C3 1.453, H10 1.016, H11 1.011
5 H -2.14 -1.21 1.23  C1 1.078
6 H -0.91 -2.50 0.74  C1 1.087
7 H -0.30 0.49 1.20  C2 1.085
8 H 1.63 -1.45 1.92  C3 1.088
9 H 1.48 -1.70 0.18  C3 1.094
10 H 2.54 0.28 -0.18  N4 1.016
11 H 3.01 0.23 1.38  N4 1.011
12 O -2.89 1.10 -0.10  H13 0.957, H14 0.959
13 H -2.04 1.43 -0.39  O12 0.957
14 H -3.47 1.86 -0.09  O12 0.959
15 O -0.33 2.25 -1.20  H16 0.959, H17 0.973
16 H 0.24 2.95 -1.53  O15 0.959
17 H 0.24 1.47 -1.36  O15 0.973
18 O 0.47 -0.49 -2.02  H19 0.954, H20 0.969
19 H -0.12 -1.08 -2.48  O18 0.954
20 H 0.32 -0.79 -1.12  O18 0.969

These are the Löwdin partial charges, in e, on atoms 1 to 4:
1 C 0.002
2 C -0.201
3 C -0.299
4 N -0.008


# 2
Molecular formula: C3H13NO3
Method: DFT, ωB97M-V/def2-TZVPD

The LUMO energy is 0.79 eV. The value obtained for the total energy is -402.52643 a.u. Its gap between HOMO and LUMO is 9.415 eV. The energy relative to the best compared isomer or geometry (same formula, charge and spin) is 33.9 kcal/mol. As for the SMILES: NCCCO.O.O.

Bonds (Å) are listed after each position.
Positions of all 20 atoms, in Å:
1 N -0.27 -2.17 -0.33  C2 1.486, H6 1.012, H7 1.011
2 C 0.69 -1.67 0.69  N1 1.486, C3 1.571, H8 1.110, H9 1.094
3 C 1.10 -0.22 0.22  C2 1.571, C4 1.530, H10 1.077, H11 1.076
4 C 0.86 0.87 1.26  C3 1.530, O5 1.426, H12 1.110, H13 1.099
5 O 1.36 2.12 0.78  C4 1.426, H14 0.963
6 H -0.24 -3.17 -0.43  N1 1.012
7 H -0.17 -1.59 -1.15  N1 1.011
8 H 0.15 -1.55 1.65  C2 1.110
9 H 1.53 -2.34 0.92  C2 1.094
10 H 0.33 -0.04 -0.52  C3 1.077
11 H 2.11 -0.14 -0.14  C3 1.076
12 H 1.37 0.66 2.22  C4 1.110
13 H -0.21 1.10 1.31  C4 1.099
14 H 2.32 2.06 0.86  O5 0.963
15 O 0.32 -1.19 -3.08  H16 0.967, H17 0.970
16 H -0.39 -1.40 -3.70  O15 0.967
17 H 0.03 -0.31 -2.80  O15 0.970
18 O -3.46 2.66 0.57  H19 0.966, H20 0.974
19 H -4.01 2.71 1.36  O18 0.966
20 H -3.42 3.61 0.34  O18 0.974

These are the Löwdin partial charges, in e, on atoms 1 to 4:
1 N -0.017
2 C -0.254
3 C -0.169
4 C -0.272


# 3
Molecular formula: C3H13NO3
Method: DFT, ωB97M-V/def2-TZVPD

The LUMO energy is 0.64 eV. The value obtained for the total energy is -402.52870 a.u. Its gap between HOMO and LUMO is 9.089 eV. The energy relative to the best compared isomer or geometry (same formula, charge and spin) is 32.5 kcal/mol. As for the SMILES: C/C=C/N.O.O.O.

Bonds (Å) are listed after each position.
Positions of all 20 atoms, in Å:
1 C -3.06 0.86 -1.79  C2 1.497, H5 1.084, H6 1.085, H7 1.096
2 C -2.61 -0.44 -1.18  C1 1.497, C3 1.332, H8 1.083
3 C -2.95 -0.75 0.07  C2 1.332, N4 1.438, H9 1.087
4 N -2.92 -2.08 0.61  C3 1.438, H10 1.014, H11 1.017
5 H -3.45 1.59 -1.09  C1 1.084
6 H -3.80 0.67 -2.55  C1 1.085
7 H -2.29 1.32 -2.41  C1 1.096
8 H -2.49 -1.29 -1.83  C2 1.083
9 H -3.31 0.03 0.74  C3 1.087
10 H -2.58 -2.03 1.56  N4 1.014
11 H -2.10 -2.45 0.14  N4 1.017
12 O 4.16 -1.47 4.72  H13 0.973, H14 0.968
13 H 3.98 -0.65 4.22  O12 0.973
14 H 5.08 -1.57 4.45  O12 0.968
15 O 2.32 1.52 -5.58  H16 0.959, H17 0.962
16 H 1.38 1.34 -5.65  O15 0.959
17 H 2.78 0.68 -5.54  O15 0.962
18 O 3.87 1.30 3.46  H19 0.960, H20 0.961
19 H 3.27 2.00 3.73  O18 0.960
20 H 4.71 1.44 3.91  O18 0.961

These are the Löwdin partial charges, in e, on atoms 1 to 4:
1 C -0.130
2 C -0.189
3 C -0.234
4 N 0.016


# 4
Molecular formula: C3H13NO3
Method: DFT, ωB97M-V/def2-TZVPD

The LUMO energy is 0.76 eV. The value obtained for the total energy is -402.54477 a.u. Its gap between HOMO and LUMO is 10.062 eV. The energy relative to the best compared isomer or geometry (same formula, charge and spin) is 22.4 kcal/mol. As for the SMILES: C[C@H](O)CN.O.O.

Bonds (Å) are listed after each position.
Positions of all 20 atoms, in Å:
1 C -0.17 0.63 2.41  C2 1.529, H6 1.137, H7 1.147, H8 1.032
2 C 0.23 -0.01 1.08  C1 1.529, O3 1.436, C4 1.609, H9 1.104
3 O 1.03 0.84 0.23  C2 1.436, H10 1.010
4 C -1.14 -0.34 0.30  C2 1.609, N5 1.439, H11 1.184, H12 1.085
5 N -0.86 -1.27 -0.76  C4 1.439, H13 0.983, H14 0.985
6 H 0.64 0.50 3.19  C1 1.137
7 H -0.35 1.76 2.31  C1 1.147
8 H -1.04 0.24 2.79  C1 1.032
9 H 0.73 -0.98 1.23  C2 1.104
10 H 1.74 0.27 -0.21  O3 1.010
11 H -1.80 -0.76 1.19  C4 1.184
12 H -1.69 0.55 0.02  C4 1.085
13 H -0.88 -0.87 -1.66  N5 0.983
14 H -1.47 -2.03 -0.63  N5 0.985
15 O -0.13 1.02 -2.27  H16 1.029, H17 1.011
16 H 0.07 1.22 -1.28  O15 1.029
17 H 0.00 1.88 -2.79  O15 1.011
18 O 1.99 -1.02 -1.55  H19 1.052, H20 0.950
19 H 0.99 -1.36 -1.45  O18 1.052
20 H 2.09 -0.29 -2.14  O18 0.950

These are the Löwdin partial charges, in e, on atoms 1 to 4:
1 C -0.068
2 C -0.399
3 O -0.107
4 C -0.230


# 5
Molecular formula: C3H13NO3
Method: DFT, ωB97M-V/def2-TZVPD

The LUMO energy is 0.39 eV. The value obtained for the total energy is -402.52686 a.u. Its gap between HOMO and LUMO is 8.964 eV. The energy relative to the best compared isomer or geometry (same formula, charge and spin) is 33.6 kcal/mol. As for the SMILES: CNCCO.O.O.

Bonds (Å) are listed after each position.
Positions of all 20 atoms, in Å:
1 C 1.59 1.48 0.72  N2 1.502, H6 1.098, H7 1.096, H8 1.103
2 N 1.01 1.42 -0.66  C1 1.502, C3 1.465, H9 1.035
3 C 1.19 0.19 -1.43  N2 1.465, C4 1.516, H10 1.082, H11 1.088
4 C 0.13 0.13 -2.51  C3 1.516, O5 1.415, H12 1.114, H13 1.136
5 O -1.08 -0.36 -1.96  C4 1.415, H14 0.978
6 H 1.23 0.67 1.37  C1 1.098
7 H 2.68 1.40 0.63  C1 1.096
8 H 1.29 2.35 1.34  C1 1.103
9 H 0.00 1.48 -0.44  N2 1.035
10 H 1.13 -0.70 -0.81  C3 1.082
11 H 2.16 0.25 -1.92  C3 1.088
12 H 0.51 -0.43 -3.40  C4 1.114
13 H -0.03 1.20 -2.86  C4 1.136
14 H -1.30 -1.27 -2.24  O5 0.978
15 O -1.15 -2.56 2.07  H16 0.962, H17 0.959
16 H -0.86 -3.44 1.82  O15 0.962
17 H -1.61 -2.80 2.87  O15 0.959
18 O -2.35 0.54 2.11  H19 0.967, H20 0.952
19 H -2.57 0.78 3.02  O18 0.967
20 H -1.98 -0.32 2.27  O18 0.952

These are the Löwdin partial charges, in e, on atoms 1 to 4:
1 C -0.129
2 N -0.126
3 C -0.255
4 C -0.277


# 6
Molecular formula: C3H13NO3
Method: DFT, ωB97M-V/def2-TZVPD

The LUMO energy is 0.46 eV. The value obtained for the total energy is -402.48847 a.u. Its gap between HOMO and LUMO is 7.483 eV. The energy relative to the best compared isomer or geometry (same formula, charge and spin) is 57.7 kcal/mol. As for the SMILES: C=CNC.O.O.O.

Bonds (Å) are listed after each position.
Positions of all 20 atoms, in Å:
1 C 1.48 -1.55 0.73  C2 1.369, H5 1.093, H6 1.074
2 C 0.27 -1.24 1.27  C1 1.369, N3 1.352, H7 1.122
3 N 0.02 0.00 1.76  C2 1.352, C4 1.475, H8 1.008
4 C -1.20 0.29 2.54  N3 1.475, H9 1.099, H10 1.095, H11 1.096
5 H 2.36 -1.12 1.22  C1 1.093
6 H 1.66 -1.96 -0.25  C1 1.074
7 H -0.47 -2.06 1.46  C2 1.122
8 H 0.51 0.66 1.19  N3 1.008
9 H -2.04 0.17 1.83  C4 1.099
10 H -1.09 1.17 3.18  C4 1.095
11 H -1.30 -0.56 3.23  C4 1.096
12 O -0.30 -1.68 -2.36  H13 0.961, H14 0.975
13 H -0.81 -2.22 -2.97  O12 0.961
14 H -0.50 -2.23 -1.58  O12 0.975
15 O 0.79 2.64 -0.31  H16 0.977, H17 0.959
16 H 0.54 2.22 -1.16  O15 0.977
17 H 0.22 3.41 -0.23  O15 0.959
18 O 0.04 1.67 -2.92  H19 0.968, H20 0.957
19 H 0.63 1.09 -3.42  O18 0.968
20 H -0.80 1.32 -3.21  O18 0.957

These are the Löwdin partial charges, in e, on atoms 1 to 4:
1 C -0.051
2 C -0.293
3 N -0.082
4 C -0.080


# 7
Molecular formula: C3H13NO3
Method: DFT, ωB97M-V/def2-TZVPD

The LUMO energy is 0.44 eV. The value obtained for the total energy is -402.52483 a.u. Its gap between HOMO and LUMO is 9.843 eV. The energy relative to the best compared isomer or geometry (same formula, charge and spin) is 34.9 kcal/mol. As for the SMILES: NCCCO.O.O.

Bonds (Å) are listed after each position.
Positions of all 20 atoms, in Å:
1 N -3.05 -0.80 -0.39  C2 1.536, H6 1.018, H7 1.022
2 C -1.64 -0.49 0.12  N1 1.536, C3 1.546, H8 1.102, H9 1.118
3 C -0.58 -1.39 -0.57  C2 1.546, C4 1.522, H10 1.086, H11 1.128
4 C 0.56 -1.72 0.38  C3 1.522, O5 1.428, H12 1.102, H13 1.082
5 O 0.96 -0.45 0.89  C4 1.428, H14 0.995
6 H -3.63 -0.70 0.44  N1 1.018
7 H -2.90 -1.77 -0.68  N1 1.022
8 H -1.43 0.56 -0.15  C2 1.102
9 H -1.56 -0.51 1.24  C2 1.118
10 H -0.24 -0.72 -1.35  C3 1.086
11 H -1.19 -2.27 -0.92  C3 1.128
12 H 1.40 -2.33 -0.02  C4 1.102
13 H 0.26 -2.43 1.14  C4 1.082
14 H 1.38 -0.08 0.07  O5 0.995
15 O 1.52 2.95 1.00  H16 0.970, H17 0.964
16 H 1.05 3.28 0.21  O15 0.970
17 H 0.78 2.89 1.61  O15 0.964
18 O 2.82 1.62 -1.07  H19 0.969, H20 1.014
19 H 3.02 2.29 -1.74  O18 0.969
20 H 2.47 2.07 -0.23  O18 1.014

These are the Löwdin partial charges, in e, on atoms 1 to 4:
1 N -0.018
2 C -0.276
3 C -0.187
4 C -0.273


# 8
Molecular formula: C3H13NO3
Method: DFT, ωB97M-V/def2-TZVPD

The LUMO energy is 0.39 eV. The value obtained for the total energy is -402.52830 a.u. Its gap between HOMO and LUMO is 8.582 eV. The energy relative to the best compared isomer or geometry (same formula, charge and spin) is 32.7 kcal/mol. As for the SMILES: C/C=C/N.O.O.O.

Bonds (Å) are listed after each position.
Positions of all 20 atoms, in Å:
1 C 2.24 -1.09 -2.20  C2 1.496, H5 1.094, H6 1.088, H7 1.094
2 C 1.37 -1.03 -0.98  C1 1.496, C3 1.332, H8 1.084
3 C 0.05 -1.18 -0.99  C2 1.332, N4 1.423, H9 1.096
4 N -0.75 -1.64 0.10  C3 1.423, H10 1.015, H11 1.005
5 H 2.80 -0.20 -2.50  C1 1.094
6 H 2.99 -1.87 -2.09  C1 1.088
7 H 1.55 -1.37 -3.00  C1 1.094
8 H 1.84 -0.82 -0.03  C2 1.084
9 H -0.38 -1.09 -1.99  C3 1.096
10 H -1.03 -0.84 0.66  N4 1.015
11 H -1.50 -2.18 -0.29  N4 1.005
12 O -0.54 0.39 2.97  H13 0.962, H14 0.961
13 H -1.07 -0.12 3.60  O12 0.962
14 H 0.34 0.00 2.95  O12 0.961
15 O -0.83 3.50 0.20  H16 0.966, H17 0.965
16 H -0.15 2.88 -0.08  O15 0.966
17 H -0.67 3.60 1.15  O15 0.965
18 O -2.30 0.64 0.81  H19 0.975, H20 0.970
19 H -1.56 0.93 1.37  O18 0.975
20 H -2.41 1.48 0.33  O18 0.970

These are the Löwdin partial charges, in e, on atoms 1 to 4:
1 C -0.121
2 C -0.193
3 C -0.238
4 N 0.026


# 9
Molecular formula: C3H13NO3S
Method: DFT, ωB97M-V/def2-TZVPD

The LUMO energy is -4.73 eV. The value obtained for the total energy is -800.50240 a.u. Its gap between HOMO and LUMO is 3.554 eV. The energy relative to the best compared isomer or geometry (same formula, charge and spin) is 166.0 kcal/mol.

Bonds (Å) are listed after each position.
Positions of all 21 atoms, in Å:
1 C -0.49 -0.89 1.73  C3 1.448, H7 1.107, H8 1.057
2 O 2.17 0.23 1.16  H9 0.960, H16 1.004
3 C -0.83 -0.28 0.46  C1 1.448, C4 1.561, N6 1.516, H10 1.139
4 C -2.38 -0.36 0.32  C3 1.561, S5 1.852, H11 1.092, H12 1.095
5 S -3.04 0.86 -0.91  C4 1.852, H13 1.329
6 N -0.28 -1.06 -0.72  C3 1.516, H14 0.989, H15 1.039
7 H 0.01 -1.87 1.72  C1 1.107
8 H -0.28 -0.17 2.47  C1 1.057
9 H 1.35 -0.22 1.33  O2 0.960
10 H -0.57 0.82 0.32  C3 1.139
11 H -2.86 -0.23 1.30  C4 1.092
12 H -2.68 -1.40 0.15  C4 1.095
13 H -4.05 1.31 -0.18  S5 1.329
14 H 0.59 -0.81 -1.10  N6 0.989
15 H -0.04 -1.95 -0.23  N6 1.039
16 H 2.54 0.13 0.23  O2 1.004
17 H 3.44 -0.21 -1.82  O18 0.929
18 O 2.62 -0.03 -1.43  H17 0.929
19 H 1.84 2.70 -1.81  O21 0.912
20 H 1.70 1.28 -1.58  O21 0.997
21 O 1.24 2.15 -1.39  H19 0.912, H20 0.997

These are the Löwdin partial charges, in e, on atoms 1 to 4:
1 C 0.306
2 O -0.082
3 C -0.475
4 C -0.496


# 10
Molecular formula: C3H13NO4
Method: DFT, ωB97M-V/def2-TZVPD

The LUMO energy is 0.64 eV. The value obtained for the total energy is -477.75701 a.u. Its gap between HOMO and LUMO is 9.976 eV. The energy relative to the best compared isomer or geometry (same formula, charge and spin) is 63.1 kcal/mol. As for the SMILES: OCCNCO.O.O.

Bonds (Å) are listed after each position.
Positions of all 21 atoms, in Å:
1 O 1.69 -0.53 0.72  C2 1.430, H7 1.021
2 C 1.31 0.74 0.20  O1 1.430, C3 1.560, H8 1.159, H9 1.106
3 C 0.15 1.36 1.03  C2 1.560, N4 1.475, H10 1.093, H11 1.156
4 N -1.15 0.83 0.55  C3 1.475, C5 1.454, H12 1.126
5 C -1.31 -0.57 0.90  N4 1.454, O6 1.384, H13 1.050, H14 1.203
6 O -1.27 -0.81 2.26  C5 1.384, H15 0.951
7 H 1.50 -1.20 -0.02  O1 1.021
8 H 2.24 1.40 0.43  C2 1.159
9 H 1.21 0.76 -0.90  C2 1.106
10 H 0.16 1.01 2.06  C3 1.093
11 H 0.14 2.51 1.05  C3 1.156
12 H -2.01 1.53 0.74  N4 1.126
13 H -2.29 -0.88 0.66  C5 1.050
14 H -0.54 -1.31 0.34  C5 1.203
15 H -0.40 -0.88 2.64  O6 0.951
16 O -0.70 0.24 -2.39  H17 1.072, H18 1.046
17 H -1.03 0.43 -1.39  O16 1.072
18 H -0.45 1.20 -2.71  O16 1.046
19 O 0.92 -2.04 -1.76  H20 0.948, H21 0.929
20 H 1.43 -2.47 -2.43  O19 0.948
21 H 0.39 -1.31 -1.98  O19 0.929

These are the Löwdin partial charges, in e, on atoms 1 to 4:
1 O -0.120
2 C -0.253
3 C -0.196
4 N -0.110